Record 1
Molecular formula: C26H31Cl46F2SSi
Method: DFT, ωB97M-V/def2-TZVPD

Geometry as XYZ:
```
107
Properties=species:S:1:pos:R:3:lowdin_charge:R:1
H 4.928 -7.207 -1.990 -0.01
H 0.358 4.352 -1.159 0.15
Cl 16.030 -10.114 -7.577 0.51
Cl -0.875 -10.229 -0.739 0.51
Cl -3.742 -1.282 3.324 0.54
C -6.246 0.913 -0.007 -0.05
C 4.179 -2.872 -1.669 -1.54
Cl -10.464 4.978 0.863 0.51
Si -2.522 4.152 0.086 0.56
Cl 5.059 -2.373 -0.218 0.50
Cl 4.928 7.270 4.302 0.49
Cl 5.730 1.620 3.571 0.52
H 1.395 -10.837 -0.741 -0.02
Cl 3.765 -9.231 -1.730 0.53
H -5.536 5.881 5.965 0.02
F 1.861 2.738 0.427 0.03
Cl 18.045 -8.019 -7.655 0.52
Cl 11.264 -5.195 -6.701 0.52
H -3.358 5.672 1.984 -0.02
H -0.518 3.031 1.112 0.09
C 0.034 3.260 -1.110 -0.15
Cl 0.839 -10.786 1.543 0.52
C -2.606 5.353 -1.388 -0.20
Cl 1.943 6.535 5.537 0.52
Cl -4.988 5.289 3.759 0.59
C 0.790 6.669 4.206 -1.50
H -6.932 1.807 1.982 0.05
H -1.963 4.509 2.493 0.03
Cl 5.940 4.657 5.105 0.50
Cl -10.028 -0.965 0.956 0.50
Cl -11.174 7.411 2.288 0.53
C 5.166 -8.169 -1.543 -1.54
Cl 0.280 -12.875 -0.399 0.53
Cl 5.528 -7.913 0.167 0.53
H 6.895 6.766 5.483 0.02
C -2.382 5.199 1.690 -0.23
H -0.344 2.948 -2.130 0.12
H -1.665 5.998 -1.460 0.05
H 0.059 0.347 0.248 0.03
Cl -2.456 0.923 4.718 0.54
C -10.363 5.845 2.402 -1.55
S 1.020 0.548 -0.749 0.82
C 16.368 -8.438 -8.028 -1.56
C -4.045 2.964 0.156 -0.35
Cl 10.143 -8.044 0.132 0.52
C 5.545 1.813 1.824 -1.53
H -10.868 5.253 3.161 0.01
C -6.164 1.880 1.156 -0.10
Cl 6.995 2.538 1.124 0.54
H -7.059 0.126 -0.075 0.09
H -14.816 -0.786 0.638 0.02
C -4.295 2.224 -4.841 -1.45
Cl -9.839 1.647 2.215 0.52
H -2.780 4.863 -2.395 -0.02
Cl 10.829 -7.708 -2.673 0.52
Cl -13.002 -1.085 2.100 0.52
H 15.717 -7.790 -7.448 -0.04
Cl 5.239 -2.837 -3.081 0.55
C -5.061 2.926 1.283 -0.22
Cl -14.728 -3.113 0.933 0.54
Cl -4.797 7.899 5.020 0.55
Cl -3.410 0.692 -4.904 0.52
C -9.778 -0.102 2.476 -1.54
H -1.620 6.030 1.556 0.03
Cl 5.215 6.627 7.119 0.52
C -2.709 0.143 3.151 -1.49
H -1.354 1.916 -0.050 0.04
C 0.526 -11.141 -0.161 -1.56
C -14.012 -1.513 0.711 -1.52
Cl 5.204 0.249 1.059 0.46
H -1.742 -0.182 2.772 0.00
Cl -8.675 6.052 2.888 0.50
H -5.251 0.246 -2.020 0.09
H -3.463 6.098 -1.264 0.06
Cl 12.156 -7.651 -7.974 0.53
C 12.103 -6.734 -6.464 -1.54
F 2.336 2.571 -1.804 0.07
C 5.879 6.381 5.499 -1.53
Cl 3.483 -4.482 -1.452 0.54
Cl -8.236 -0.568 3.210 0.54
Cl 13.737 -6.461 -5.843 0.53
Cl -4.126 2.968 -3.241 0.70
Cl -13.073 -1.455 -0.786 0.51
H 4.707 2.478 1.638 0.00
C -5.245 0.950 -1.145 -0.07
C -4.153 1.994 -1.029 -0.29
C -0.983 2.993 0.078 -0.27
H -10.577 -0.374 3.160 -0.02
H -3.356 2.023 -1.858 -0.03
Cl 11.118 -10.309 -1.406 0.53
C 1.353 2.387 -0.844 -0.64
Cl -0.852 6.330 4.777 0.49
Cl 1.237 5.577 2.880 0.50
H 0.818 7.689 3.831 0.02
H 11.551 -7.315 -5.730 -0.01
C -4.735 6.154 5.283 -1.47
H -5.008 3.637 2.168 0.00
H -5.349 2.018 -5.012 0.03
H 9.156 -9.064 -1.737 -0.06
Cl 6.571 -8.840 -2.382 0.56
Cl 0.072 -0.093 -2.469 0.36
Cl -3.195 5.693 6.026 0.50
Cl -3.730 3.321 -6.108 0.55
C 10.175 -8.815 -1.458 -1.56
Cl 16.028 -8.175 -9.743 0.51
H 3.368 -2.170 -1.835 -0.01
Cl -3.416 1.290 1.990 0.73
```

Total charge: +1
Frontier orbital gap in eV: 4.38
Lowest unoccupied orbital energy in eV: -6.25
HOMO in Eh: -0.391



Record 2
Molecular formula: C7H6Cl2GaN2O3V
Method: DFT, ωB97M-V/def2-TZVPD

Geometry as XYZ:
```
22
Properties=species:S:1:pos:R:3:lowdin_charge:R:1
O 0.232 -3.548 -4.832 0.36
N -1.695 -1.157 3.732 -0.05
Cl -1.081 -1.684 -1.565 0.44
C -2.487 -0.872 4.934 0.06
V -0.357 0.059 0.114 0.44
H -1.697 0.815 2.928 0.18
C -1.170 -2.389 3.303 0.08
H -1.357 -3.307 3.844 0.17
H -1.884 -1.076 5.839 0.14
O 0.207 1.710 -5.319 0.42
H 0.036 -2.835 1.520 0.13
Cl -1.652 1.643 -0.620 0.30
C -0.015 0.890 -4.519 0.17
C 0.120 -2.444 -4.527 0.13
C 0.875 1.189 0.833 -0.09
Ga -0.215 -0.643 -3.440 0.78
O 1.694 1.929 1.226 0.29
H -2.755 0.199 4.893 0.12
C -1.366 -0.220 2.829 -0.03
H -3.406 -1.490 4.940 0.14
C -0.526 -2.162 2.129 -0.04
N -0.689 -0.798 1.787 -0.12
```

Total charge: +4
Frontier orbital gap (alpha / beta) in eV: 3.62 / 3.67
Lowest unoccupied orbital energy (alpha / beta) in eV: -18.84 / -18.86
HOMO (alpha / beta) in Eh: -0.825 / -0.828
Multiplicity: 3



Record 3
Molecular formula: C22H48AsCl2CsN5O3S2Si3
Method: DFT, ωB97M-V/def2-TZVPD

Geometry as XYZ:
```
87
Properties=species:S:1:pos:R:3:lowdin_charge:R:1
N -4.069 -0.184 2.631 0.00
H -1.822 0.393 4.251 0.12
S 0.366 2.935 1.673 0.79
H 3.449 -0.128 -3.148 0.01
N -2.070 1.454 -3.897 -0.05
H 0.775 -1.868 2.998 0.01
H 2.276 2.950 3.101 0.06
H 2.988 -1.192 -4.484 0.02
C -4.088 5.078 -1.705 -0.03
H 2.941 -4.556 0.714 0.00
H -2.408 -1.530 2.860 0.11
C 3.452 -0.353 2.575 -0.21
H -3.439 3.413 1.636 0.10
H 5.722 -1.913 1.449 0.03
H 0.124 -2.798 -3.028 -0.05
H -4.652 -0.818 2.099 -0.01
H -4.434 5.697 1.599 0.09
H 3.546 -1.258 3.180 0.02
C -4.422 5.773 -0.560 -0.08
H 4.579 -3.094 0.813 0.00
Cl -5.859 -2.155 0.090 0.50
Cl -4.798 0.474 -0.697 0.56
C -1.785 0.497 3.165 -0.12
C -4.846 -1.252 -1.057 -1.03
C 1.074 -3.340 -3.023 -0.23
C 1.887 -4.679 0.455 -0.22
O 0.513 0.904 3.573 -0.08
H -2.412 -0.523 1.403 0.06
N -3.289 3.246 -0.399 0.05
H 4.909 -2.650 -2.245 0.01
C -3.510 3.804 -1.597 -0.28
C -3.620 3.921 0.691 -0.15
H 4.068 -4.019 -1.519 0.01
C 4.310 0.754 -0.189 -0.23
H 1.501 -5.527 1.027 0.03
Cs -0.934 1.119 -0.551 1.17
H 4.078 -3.820 -3.275 0.03
Si 2.422 -2.250 -2.260 0.28
N -1.070 -0.194 -5.077 0.04
H 1.831 -4.937 -0.605 0.00
H 3.486 1.371 -0.557 0.01
H 1.320 -3.614 -4.052 0.03
C 4.022 -3.283 -2.325 -0.22
H -1.112 4.653 2.397 0.03
Si 0.886 -3.101 0.840 0.30
H 5.506 -2.088 -0.295 0.00
H -0.633 0.526 -5.630 0.08
H 2.522 3.975 1.624 0.06
H -1.222 -4.463 0.563 0.03
C -0.314 0.483 2.737 -0.79
H 4.901 0.447 -1.056 0.02
H 0.178 -3.516 3.206 0.03
H 4.945 1.378 0.444 0.02
C -2.653 -0.532 2.470 -0.30
As 1.571 -1.193 -0.325 0.81
O 0.230 3.272 0.233 -0.78
H -2.161 1.496 2.908 0.11
C 0.948 -2.909 2.723 -0.20
S -1.971 -1.044 -2.776 0.48
C -4.182 5.189 0.678 -0.08
H 0.920 -4.262 -2.456 0.01
H -0.659 -1.108 -5.066 0.05
H -5.262 -1.387 -2.047 0.02
H 4.232 0.345 2.890 0.03
H 0.128 4.284 3.634 0.06
C 4.984 -2.091 0.663 -0.22
H -1.572 -2.748 0.827 0.01
C -1.687 0.193 -3.912 -0.95
H 1.751 -0.272 -3.608 0.01
H 1.916 -3.206 3.131 0.02
H -4.336 -0.279 3.604 0.06
H 2.481 0.096 2.804 0.00
N -2.504 1.970 -2.741 -0.17
H 2.597 2.185 1.533 0.02
C -0.902 -3.447 0.319 -0.20
H -1.025 -3.297 -0.757 0.00
C -3.135 3.082 -2.801 -0.14
C -0.054 4.466 2.575 -0.22
C 2.138 3.039 2.025 -0.21
H 0.548 5.293 2.202 0.05
C 2.686 -0.828 -3.499 -0.23
O -0.062 0.140 1.545 -0.54
H -3.839 -1.638 -1.009 -0.05
H -4.863 6.760 -0.624 0.10
Si 3.614 -0.764 0.739 0.29
H -4.268 5.502 -2.684 0.10
H -3.381 3.549 -3.759 0.11
```

ΔE to the lowest compared entry with this formula, charge and spin in kcal/mol: 39.9
Total charge: -1
Frontier orbital gap in eV: 6.63
Lowest unoccupied orbital energy in eV: 2.05
HOMO in Eh: -0.168



Record 4
Molecular formula: C5H9NO2
Method: DFT, ωB97M-V/def2-TZVPD

Geometry as XYZ:
```
17
Properties=species:S:1:pos:R:3:lowdin_charge:R:1
C 1.860 1.360 -0.510 -0.16
H 2.270 0.553 0.102 0.10
C 0.366 1.137 -1.039 -0.23
H -2.585 -1.948 -0.948 0.18
H 1.042 3.393 -0.813 0.16
H 0.403 2.479 0.886 0.14
N -1.465 -2.128 -0.304 -0.15
C -1.248 -1.515 1.057 -0.26
O 0.827 -0.414 1.790 0.04
C 0.897 2.346 -0.158 -0.14
O -0.176 -0.048 -0.489 -0.07
H 2.245 1.317 -1.560 0.11
C -0.105 -0.500 0.919 -0.30
H -1.454 -3.506 0.042 0.20
H -0.801 -2.511 1.453 0.11
H 0.189 1.290 -2.079 0.12
H -2.266 -1.305 1.651 0.15
```

ΔE to the lowest compared entry with this formula, charge and spin in kcal/mol: 184.7
Frontier orbital gap in eV: 8.93
Lowest unoccupied orbital energy in eV: 0.41
HOMO in Eh: -0.313



Record 5
Molecular formula: C5H10
Method: DFT, ωB97M-V/def2-TZVPD

Geometry as XYZ:
```
15
Properties=species:S:1:pos:R:3:lowdin_charge:R:1
H -0.200 -0.563 0.605 0.13
C 0.126 0.985 -0.884 -0.53
C 0.236 2.365 -0.733 0.06
H -0.277 3.084 -1.433 0.07
C 0.732 0.046 0.249 -0.11
H -1.031 1.218 -2.634 0.10
C -0.414 0.394 -1.957 -0.02
H 0.569 2.897 0.210 0.07
C 2.061 -0.352 0.035 -0.16
H -4.458 -3.965 4.612 0.00
H 2.791 0.483 0.050 0.10
H 2.375 -1.087 0.802 0.08
H -3.959 -3.916 3.993 0.00
H -0.803 -0.718 -1.971 0.09
H 2.252 -0.870 -0.943 0.11
```

ΔE to the lowest compared entry with this formula, charge and spin in kcal/mol: 168.7
Frontier orbital gap in eV: 5.21
Lowest unoccupied orbital energy in eV: -1.47
HOMO in Eh: -0.245



Record 6
Molecular formula: C6H8Cl16
Method: DFT, ωB97M-V/def2-TZVPD

Geometry as XYZ:
```
30
Properties=species:S:1:pos:R:3:lowdin_charge:R:1
Cl 4.273 19.807 16.073 0.49
H 0.263 20.685 22.059 -0.01
Cl 2.489 20.514 22.714 0.50
C 5.008 18.108 19.961 -1.52
Cl 5.401 17.237 18.478 0.51
Cl 0.351 18.542 23.036 0.50
Cl -0.220 16.820 15.102 0.52
Cl 0.654 20.630 16.665 0.56
H -2.081 24.022 15.324 0.02
Cl 6.056 17.744 15.072 0.52
C 1.180 20.779 18.343 -1.52
H -0.029 17.820 17.189 -0.05
Cl 2.203 17.430 16.594 0.48
H -0.679 23.039 15.761 -0.01
H 0.419 20.743 23.824 0.03
H 5.292 17.495 20.805 0.02
Cl 3.297 18.479 20.015 0.51
C 0.763 20.254 22.920 -1.05
C -1.762 23.072 15.737 -1.07
Cl 0.932 22.408 18.951 0.55
C 0.505 17.008 16.714 -1.57
Cl -2.348 21.772 14.731 0.52
Cl 5.967 19.598 20.071 0.52
Cl 0.360 19.593 19.371 0.54
H 6.579 19.886 15.840 0.01
Cl 5.788 20.258 13.656 0.55
C 5.783 19.482 15.230 -1.55
H 2.237 20.540 18.367 -0.03
Cl -2.404 22.977 17.384 0.49
Cl 0.277 15.550 17.682 0.53
```

ΔE to the lowest compared entry with this formula, charge and spin in kcal/mol: 0.0
SMILES: ClC(Cl)Cl.ClC(Cl)Cl.ClC(Cl)Cl.ClC(Cl)Cl.ClCCl.ClCCl
Frontier orbital gap in eV: 11.25
Lowest unoccupied orbital energy in eV: 0.38
HOMO in Eh: -0.400



Record 7
Molecular formula: C39H31BrN2NiO5Te
Method: DFT, ωB97M-V/def2-TZVPD

Geometry as XYZ:
```
80
Properties=species:S:1:pos:R:3:lowdin_charge:R:1
H -0.234 1.988 -2.371 0.10
C -4.191 -1.497 3.238 -0.10
H -3.395 5.787 -2.214 0.09
Br -2.025 1.946 3.961 0.76
C -1.530 -0.688 2.925 -0.17
C 6.420 0.398 -2.716 -0.12
C -2.480 4.174 -1.130 -0.06
C -1.364 2.257 0.064 -0.16
C 0.341 -4.957 0.565 -0.17
N -1.632 0.842 -0.178 0.00
C -2.485 0.170 3.449 -0.61
Te 1.390 -2.586 -1.131 0.89
C 3.251 1.089 0.166 -0.33
O 1.951 2.738 -0.970 0.02
H 3.841 2.515 -2.118 0.11
C -2.706 4.952 -2.261 -0.12
C 0.665 -4.535 -0.727 -0.69
H 5.660 2.126 -3.739 0.09
H -2.993 4.406 -0.203 0.10
H -2.001 2.622 0.877 0.09
C 0.558 -5.478 -1.754 -0.19
C -2.549 -2.981 -0.838 -0.18
H 0.066 -7.485 -2.322 0.09
C 6.246 -0.450 -1.631 -0.09
H -1.897 -3.831 -0.969 0.08
C 4.363 0.858 -0.870 -0.11
O 0.439 -0.439 1.615 -0.12
H -4.530 0.490 3.990 0.08
O 3.074 -0.111 0.859 -0.06
H 7.210 0.215 -3.435 0.08
H 5.256 5.148 1.486 0.09
C -3.255 -2.377 2.716 -0.08
C 4.673 4.281 1.775 -0.11
O 1.114 0.682 -0.918 -0.13
C -0.182 -7.177 -0.212 -0.14
C -4.320 -1.613 -0.697 -0.09
H -3.552 -3.364 2.388 0.10
H -4.595 -3.792 -1.095 0.07
C -3.946 -2.950 -0.905 -0.13
H -3.678 1.171 -0.158 0.14
H 2.573 1.208 2.758 0.10
H 2.133 -0.251 1.088 0.04
H -0.332 -6.544 1.835 0.09
C 4.533 1.695 -1.971 -0.04
H -2.225 5.251 -4.331 0.09
C -3.809 -0.215 3.600 -0.15
H -5.315 -1.194 -0.680 0.08
H -5.227 -1.797 3.339 0.09
H 6.896 -1.306 -1.502 0.09
Ni -0.235 -0.773 -0.281 0.39
C -1.602 3.099 -1.166 -0.20
C -0.058 -0.335 2.786 -0.62
C 0.144 -6.779 -1.502 -0.13
H -0.325 2.359 0.374 0.11
C 4.209 4.156 3.078 -0.13
H -0.512 -8.190 -0.014 0.08
C 1.977 1.556 -0.613 -0.57
H 3.067 2.935 4.428 0.10
C -1.172 3.575 -3.487 -0.08
C 5.553 1.468 -2.884 -0.10
H 4.732 3.434 -0.183 0.10
C 4.382 3.307 0.832 -0.03
H -1.216 -2.627 2.105 0.10
C 3.452 3.045 3.421 -0.09
H 4.432 4.919 3.816 0.08
C -2.849 0.462 -0.266 -0.08
H 5.061 -0.905 0.104 0.11
H 0.794 -5.175 -2.766 0.07
C -1.944 -1.965 2.554 -0.03
C -3.128 -0.917 -0.515 -0.34
C 5.224 -0.225 -0.719 -0.01
O 0.546 -0.003 3.799 0.02
N -2.052 -1.756 -0.602 -0.02
H -0.648 3.342 -4.406 0.10
H 0.426 -4.252 1.383 0.08
C 3.172 2.066 2.478 0.00
C -0.943 2.805 -2.360 -0.02
C -0.083 -6.253 0.821 -0.12
C 3.633 2.185 1.170 -0.11
C -2.053 4.650 -3.445 -0.12
```

ΔE to the lowest compared entry with this formula, charge and spin in kcal/mol: 0.0
Total charge: -2
Frontier orbital gap (alpha / beta) in eV: 5.91 / 5.87
Lowest unoccupied orbital energy (alpha / beta) in eV: 4.21 / 4.21
HOMO (alpha / beta) in Eh: -0.062 / -0.061
Multiplicity: 3



Record 8
Molecular formula: C35H37FP2V
Method: DFT, ωB97M-V/def2-TZVPD

Geometry as XYZ:
```
76
Properties=species:S:1:pos:R:3:lowdin_charge:R:1
H 2.867 1.076 -4.172 0.11
C -3.533 -3.553 -0.018 -0.09
H 2.375 -2.988 -1.017 0.11
H -4.775 -0.576 -2.333 0.10
C -2.864 -2.367 -0.309 -0.12
C 1.006 -0.629 -3.099 -0.33
C 0.285 2.251 -7.242 -0.20
P -1.691 -0.452 -1.864 1.06
C 2.647 2.478 -1.039 -0.08
C 2.854 3.809 -1.419 -0.08
H 1.818 -0.496 -5.612 0.08
C -3.510 -4.140 -2.373 -0.09
C -3.344 2.878 -3.357 -0.08
H 1.546 0.127 0.735 0.07
C -4.710 2.725 -3.134 -0.09
C -5.228 1.459 -2.853 -0.09
V -0.369 0.953 -4.828 0.72
C 4.517 -3.321 -1.088 -0.08
C -1.889 1.214 -6.212 -0.22
H -6.307 1.306 -2.836 0.10
C -2.827 -2.960 -2.677 -0.08
H -2.584 -0.485 -5.039 0.09
H 0.173 -0.431 -8.064 0.11
H -5.359 3.598 -3.188 0.10
H 0.194 0.714 -0.296 0.04
H -4.416 -5.346 -0.823 0.10
H 0.384 -1.057 -0.067 0.04
H -1.753 2.642 -7.762 0.11
H 2.510 2.208 0.011 0.10
H -1.852 -1.460 -7.428 0.12
C 5.882 -1.372 -1.540 -0.07
C -2.963 0.577 -2.665 -0.38
H -0.771 -1.420 -3.962 0.04
H -2.536 -2.742 -3.709 0.10
C -0.410 -0.673 -3.235 -0.44
H 6.678 -3.346 -1.212 0.11
C 1.119 1.419 -6.330 -0.23
H -1.229 1.024 -8.243 0.10
H -2.925 3.841 -3.634 0.11
C 0.228 -0.888 -7.058 -0.18
P 1.963 -0.171 -1.652 0.98
C -3.869 -4.434 -1.052 -0.09
C 0.933 -0.101 -0.168 -0.22
C 5.777 -2.740 -1.271 -0.08
H -3.768 -4.831 -3.176 0.10
H -3.789 -3.776 1.016 0.10
C -2.523 -2.057 -1.641 -0.39
H 2.079 1.879 -6.060 0.09
C 2.566 1.491 -2.042 -0.33
C -4.361 0.398 -2.594 -0.08
C -1.844 -0.151 -5.773 -0.28
C -2.479 1.799 -3.163 -0.16
H 2.955 4.571 -0.637 0.10
C 1.006 0.009 -6.131 -0.25
H 0.795 -1.835 -7.161 0.11
H 1.599 -1.236 -3.805 0.07
H 6.854 -0.908 -1.699 0.11
H -1.169 -2.195 -5.994 0.10
H 4.806 0.476 -1.828 0.10
C 4.726 -0.589 -1.622 -0.07
H -1.382 2.008 -3.156 0.07
H -2.721 1.821 -5.843 0.10
C 2.929 4.164 -2.773 -0.07
H 0.766 2.327 -8.242 0.12
C 3.457 -1.167 -1.443 -0.29
H 3.123 5.201 -3.073 0.11
H 4.447 -4.395 -0.891 0.11
F 0.155 2.480 -3.936 -0.42
C -1.201 -1.245 -6.560 -0.20
H 0.270 3.299 -6.887 0.11
C -1.181 1.759 -7.423 -0.19
C 2.803 1.836 -3.376 -0.10
C 2.822 3.183 -3.751 -0.08
H 2.679 3.457 -4.795 0.10
H -2.600 -1.658 0.478 0.09
C 3.361 -2.544 -1.166 -0.08
```

ΔE to the lowest compared entry with this formula, charge and spin in kcal/mol: 0.0
Frontier orbital gap (alpha / beta) in eV: 6.06 / 6.23
Lowest unoccupied orbital energy (alpha / beta) in eV: 0.36 / 0.26
HOMO (alpha / beta) in Eh: -0.210 / -0.219
Multiplicity: 4



no.,E (eV)
1,-627629.8841
2,-119536.0496
3,-168925.7793
4,-10908.5667
5,-5339.9505
6,-206710.5010
7,-172547.4518
8,-83873.5187